120
Properties=species:S:1:pos:R:3:forces:R:3 method="wB97M-V/def2-TZVPD" e_homo_ev=-3.6 largest_force_ev_per_a=1.39 charge=-1 orbital_gap_ev=5.669 total_energy_ev=-122786.595
Pb -0.7992 -0.0229 0.3364 -0.2 -0.3 0.2
O 3.6325 -1.2367 -1.2629 0.0 0.0 0.0
S 2.7927 -0.0235 -1.0253 0.0 0.0 0.0
C 2.7677 0.7759 -2.6580 0.0 0.0 0.0
C 3.7594 1.6410 -3.1011 0.0 0.0 0.0
C 3.8308 1.9865 -4.4422 0.0 0.0 0.0
C 2.9279 1.4389 -5.3409 0.0 0.0 0.0
C 1.9194 0.6026 -4.8877 0.0 0.0 0.0
C 1.7915 0.2760 -3.5384 0.0 0.0 0.0
P 0.2929 -0.5464 -2.8050 0.0 0.0 0.1
C -0.9705 -0.2228 -4.0903 0.0 0.0 0.0
C -1.9287 -1.1624 -4.4717 0.0 0.0 0.0
C -2.9805 -0.8040 -5.3039 0.0 0.0 0.0
C -3.1034 0.4978 -5.7686 0.0 0.0 0.0
C -2.1726 1.4488 -5.3732 0.0 0.0 0.0
C -1.1289 1.0924 -4.5343 0.0 0.0 0.0
C 0.6377 -2.3404 -2.8493 0.0 -0.1 0.0
C 0.8845 -2.9578 -1.5197 0.0 0.0 0.0
C 0.9686 -4.4831 -1.4587 0.0 0.0 0.0
C 0.8926 -5.1961 -2.7422 0.0 0.0 0.0
C 0.6609 -4.5589 -3.8938 0.0 0.0 0.0
C 0.5115 -3.1072 -3.9397 0.0 0.0 0.0
C 3.8603 1.0714 -0.0701 0.0 0.0 0.0
C 5.2207 0.9962 -0.3716 0.0 0.0 0.0
C 6.1350 1.7525 0.3316 0.0 0.0 0.0
C 5.6889 2.5702 1.3645 0.0 0.0 0.0
C 4.3499 2.5851 1.7017 0.0 0.0 0.0
C 3.3983 1.8224 1.0100 0.0 0.1 0.1
P 1.6351 1.7873 1.6231 0.2 0.2 -0.1
C 1.8908 1.6983 3.4433 -0.3 -0.5 -0.2
C 2.9345 0.8838 3.8965 -0.1 0.0 0.0
C 3.0113 0.4608 5.2112 0.1 -0.1 0.0
C 2.0143 0.8162 6.1007 -0.1 0.1 0.0
C 0.9678 1.6089 5.6609 -0.2 -0.3 0.0
C 0.8559 2.0348 4.3390 0.8 1.0 0.4
C 1.1945 3.5339 1.2468 0.0 0.0 0.0
C 1.7261 4.6381 1.9128 0.0 0.0 0.0
C 1.3412 5.9239 1.5723 0.0 0.0 0.0
C 0.4095 6.1251 0.5610 0.0 0.0 0.0
C -0.1337 5.0357 -0.1003 0.0 0.0 0.0
C 0.2558 3.7446 0.2386 0.0 0.0 0.0
H 4.4743 2.0585 -2.4082 0.0 0.0 0.0
H 4.5981 2.6715 -4.7806 0.0 0.0 0.0
H 2.9957 1.6771 -6.3956 0.0 0.0 0.0
H 1.1933 0.2152 -5.5913 0.0 0.0 0.0
H -1.8804 -2.1707 -4.0886 0.0 0.0 0.0
H -3.7120 -1.5541 -5.5803 0.0 0.0 0.0
H -3.9219 0.7721 -6.4241 0.0 0.0 0.0
H -2.2659 2.4766 -5.7031 0.0 0.0 0.0
H -0.4329 1.8569 -4.2067 0.0 0.0 0.0
H 1.5637 -2.4171 -0.8757 0.0 0.0 0.0
H 1.6361 -4.9011 -0.7142 0.0 0.0 0.0
H 1.0658 -6.2660 -2.7394 0.0 0.0 0.0
H 0.6085 -5.1126 -4.8233 0.0 0.0 0.0
H 0.2971 -2.6520 -4.9001 0.0 0.0 0.0
H 5.5360 0.3108 -1.1483 0.0 0.0 0.0
H 7.1886 1.6978 0.0879 0.0 0.0 0.0
H 6.3918 3.1661 1.9335 0.0 0.0 0.0
H 4.0371 3.1603 2.5611 0.0 0.0 0.0
H 3.7005 0.5549 3.2073 0.0 0.0 0.0
H 3.8393 -0.1622 5.5251 0.0 0.0 0.0
H 2.0412 0.4771 7.1285 0.0 0.0 0.0
H 0.1690 1.8590 6.3507 0.0 0.1 0.0
H -0.8500 0.7740 3.4763 -0.3 -0.2 0.0
H 2.4213 4.4915 2.7300 0.0 0.0 0.0
H 1.7579 6.7704 2.1045 0.0 0.0 0.0
H 0.1002 7.1298 0.3002 0.0 0.0 0.0
H -0.8791 5.1837 -0.8716 0.0 0.0 0.0
H -0.1968 2.8971 -0.2672 0.0 0.0 0.0
C -0.8347 -4.8689 1.1803 0.0 0.0 0.0
Si 0.2946 -2.2626 1.5419 0.0 0.1 -0.1
C 2.1747 -2.3387 1.8421 0.0 0.0 0.0
C -0.3954 -2.5408 3.3044 0.0 -0.1 0.0
C 0.1505 -3.5354 4.1256 0.0 0.0 0.0
C -0.3477 -3.7912 5.3942 0.0 0.0 0.0
C -1.4163 -3.0423 5.8725 0.0 0.0 0.0
C -1.9407 -2.0237 5.0916 0.0 0.0 0.0
C -1.4331 -1.7433 3.8183 0.0 0.1 0.1
Si -1.8767 -0.1508 2.8753 0.1 0.0 -0.2
C -0.1620 3.1084 4.0461 -0.3 -0.3 -0.1
C -3.5466 0.5086 3.5102 0.0 -0.1 0.0
H -0.6181 -4.9643 2.2409 0.0 0.0 0.0
H -0.4767 -5.7762 0.6764 0.0 0.0 0.0
H -1.9260 -4.8462 1.0653 0.0 0.0 0.0
H 2.4852 -3.3767 2.0090 0.0 0.0 0.0
H 2.4181 -1.7646 2.7424 0.0 0.0 0.0
H 2.7757 -1.9607 1.0131 0.0 0.0 0.0
H 0.9817 -4.1341 3.7630 0.0 0.0 0.0
H 0.0896 -4.5736 6.0044 0.0 0.0 0.0
H -1.8233 -3.2402 6.8583 0.0 0.0 0.0
H -2.7501 -1.4184 5.4898 0.0 0.0 0.0
H -0.9781 3.0494 4.7671 0.0 0.0 0.0
H -0.6022 3.0318 3.0526 0.0 0.0 0.0
H 0.3081 4.0898 4.1350 0.0 0.0 0.0
H -3.4905 0.8263 4.5552 0.0 0.0 0.0
H -4.3308 -0.2496 3.4292 0.0 0.0 0.0
H -3.8581 1.3630 2.9053 0.0 0.0 0.0
N -4.7465 2.2935 -2.7945 0.0 0.0 0.0
C -4.0290 3.3899 -3.2100 0.0 0.0 0.0
C -2.8601 3.3296 -2.5157 0.0 0.0 0.0
N -2.8385 2.2355 -1.6901 0.0 0.0 0.0
C -3.9843 1.6277 -1.8761 0.0 0.0 0.0
C -4.4431 0.4169 -1.2002 0.1 -0.1 -0.1
N -3.8060 -0.2131 -0.2507 -0.2 0.3 0.2
C -4.5761 -1.2927 0.0807 0.1 0.0 -0.1
C -5.6969 -1.3262 -0.6918 0.0 0.0 0.0
N -5.6102 -0.2255 -1.5116 0.0 0.0 0.0
H -5.6685 2.0512 -3.1046 0.0 0.0 0.0
H -4.4062 4.0774 -3.9462 0.0 0.0 0.0
H -2.0202 4.0029 -2.5797 0.0 0.0 0.0
H -4.2501 -2.0069 0.8194 0.0 0.0 0.0
H -6.5101 -2.0265 -0.7599 0.0 0.0 0.0
H -6.2408 -0.0185 -2.2629 0.0 0.0 0.0
O -1.7567 -1.6143 -1.4837 0.0 0.0 0.0
N -2.2770 -2.7723 -1.7557 0.0 -0.1 0.1
C -1.5386 -3.8088 -1.4719 -0.1 0.0 -0.1
C -2.1114 -5.0869 -1.7817 0.0 0.0 0.0
N -2.5332 -6.1367 -2.0078 0.0 0.0 0.0
C -0.1988 -3.7264 -0.8207 0.0 0.0 0.0
N -0.1880 -3.6960 0.6169 0.0 0.0 0.0